# 1
Below is a 14-piece molecular cluster, C5H40N2O13S overall, with properties calculated with the ωB97M-V functional and the def2-TZVPD basis.

Geometry as XYZ:
```
61
Properties=species:S:1:pos:R:3:forces:R:3
C 1.353986 0.176184 -1.445553 1.29 0.60 2.51
N 1.960378 1.482047 -1.112132 -0.58 -0.56 -1.01
C 1.615918 2.396413 -0.052020 0.49 0.81 -0.12
C 0.434089 3.362905 -0.295935 -0.75 -2.09 -0.80
S 0.378801 4.877960 0.560095 0.03 1.96 0.32
C 2.991151 3.090989 0.211047 -1.00 -0.62 1.16
N 3.833777 2.035594 0.795159 1.23 0.68 -0.36
C -0.072907 0.070945 -1.848944 -1.10 -1.54 -0.03
H 2.139707 -0.295490 -2.033338 -0.62 -0.26 -0.68
H 1.419835 -0.354094 -0.469434 -0.24 -0.15 -0.62
H 2.437766 1.886034 -1.900528 -0.16 0.46 0.02
H 1.298108 1.834517 0.833711 0.46 -0.20 0.05
H 0.322409 3.575706 -1.357753 0.43 0.48 -0.14
H -0.505373 2.815476 -0.123785 0.24 -0.04 0.22
H 0.448168 4.544329 1.854428 -0.01 -0.51 -0.07
H 3.255862 3.620502 -0.728459 0.56 -0.77 0.31
H 2.996252 3.855209 0.981902 -0.66 0.37 -0.15
H 4.630084 1.759018 0.240902 -0.04 -0.02 -0.06
H 3.310934 1.207251 1.026878 -0.13 0.04 -0.10
H -0.430948 0.452938 -2.801126 0.28 0.67 0.14
H -0.739380 0.274425 -0.997700 0.19 0.72 -0.30
H -0.297927 -1.006529 -1.942484 0.34 0.13 0.00
H -0.068163 0.751764 3.815092 0.05 -0.59 0.70
H 1.306870 -0.075892 4.084894 -0.55 -0.34 0.13
O 0.869309 0.648153 3.634177 0.38 1.34 -0.50
H 0.503751 -3.116657 -2.499441 -0.39 -0.21 -0.26
H 1.884639 -3.157238 -2.939909 0.17 0.03 -0.52
O 1.000407 -3.124252 -3.335938 0.07 0.17 0.88
H -1.836420 0.762694 1.435476 -0.25 -0.29 -0.18
H -3.326645 1.179775 1.650149 0.13 -0.14 -0.34
O -2.499323 0.981924 2.099947 0.12 0.34 0.60
H -2.024098 -4.295990 -0.462716 -0.09 0.29 0.15
H -3.244380 -3.419947 -0.840922 0.20 0.03 0.37
O -2.844241 -4.280600 -0.980923 -0.06 -0.35 -0.45
H -1.947103 -1.293252 -4.838113 -0.44 0.19 0.09
H -0.946120 -1.721855 -3.856697 0.13 0.04 0.56
O -1.773540 -1.218820 -3.890105 0.20 -0.37 -0.94
H -0.075846 -5.202142 0.729691 -0.36 -0.08 -0.13
H 0.426746 -3.866334 1.074568 -0.03 0.37 -0.23
O -0.374500 -4.272216 0.687329 0.43 -0.45 0.02
H -4.348154 0.849900 -0.835670 -0.03 -0.69 -0.19
H -4.560722 -0.648832 -0.390404 -0.03 0.24 -0.20
O -4.423720 0.250145 -0.077488 -0.13 0.58 0.63
H 0.058844 0.180165 1.938418 0.35 -1.11 0.44
H -0.106666 -1.456026 1.889613 -0.05 1.01 0.38
O -0.010331 -0.617255 1.390983 -0.58 0.79 -1.70
H -3.421442 -1.323350 1.576786 0.31 0.14 -0.15
H -2.646597 -1.294070 0.246893 0.23 0.17 0.33
O -2.839523 -1.850337 1.011444 -0.29 -0.53 0.00
H -0.071801 -3.516272 3.069574 -0.14 -0.04 -0.09
H -1.207240 -2.653358 2.446450 -0.05 -0.41 0.19
O -0.424513 -2.609246 3.031080 -0.23 0.04 0.22
H -4.355142 -0.645471 -2.604004 0.02 -0.08 -0.20
H -3.104067 0.071823 -3.063387 0.14 -0.15 -0.06
O -4.018937 0.234206 -2.798964 -0.11 0.21 -0.09
H 2.394347 -0.716713 1.530472 -0.87 0.06 -0.05
H 1.585100 -1.826173 2.312842 -0.24 0.23 -0.31
O 2.452228 -1.482377 2.097249 1.80 -0.56 0.59
H 3.812230 0.090350 -0.815234 0.35 -0.47 0.09
H 4.341281 -1.134404 -0.023283 -0.10 0.02 -0.10
O 4.485243 -0.623857 -0.831105 -0.30 0.42 0.00
```
Forces are in eV/Å.

**⟨S²⟩**: 0.75
**Total charge**: -1
**Relative energy (zero: lowest compared OMol25 entry of this formula, charge and spin)**: 0.00 kcal per mole
**2S+1**: 2
**Molecular weight**: 368.44 u
**Highest occupied orbital energy (alpha / beta)**: -0.2 / -6.4 eV

=====

# 2
Below is a 19-piece molecular cluster, H37O19 overall, with properties calculated with the ωB97M-V functional and the def2-TZVPD basis.

Geometry as XYZ:
```
56
Properties=species:S:1:pos:R:3:forces:R:3
O 3.312318 3.855624 -0.763484 2.61 4.04 1.93
H 2.840228 3.108494 -0.942457 -2.62 -3.23 -0.40
H 3.113571 4.099149 0.171623 0.19 -0.46 -1.30
O 0.344505 0.181291 0.225353 0.37 -1.16 1.36
H -0.556693 -0.306885 1.105601 0.37 -0.61 0.82
H 1.115895 -0.409809 0.508337 -1.41 1.70 -0.59
O -2.461585 1.444622 3.719211 -1.49 -11.57 1.18
H -1.302622 1.037431 -0.578673 0.84 0.18 -0.08
H -3.338839 1.012996 3.914212 1.48 1.88 -0.45
O -2.576485 -4.122424 1.055311 -2.43 -6.12 -2.40
H -1.752681 -3.831722 1.144060 5.90 1.70 0.56
H -2.986757 -3.423693 1.386892 -3.76 4.77 2.06
O 0.183567 -4.056716 0.490269 -0.72 -0.59 -0.89
H -0.572166 -4.674942 0.373871 1.10 0.16 0.20
H -0.018184 -3.400808 -0.227802 0.26 -0.69 0.63
O -1.040425 -3.335453 -3.151389 0.27 0.53 -0.08
H -0.951071 -3.412539 -2.152534 0.21 1.09 -2.24
H -0.669180 -2.491857 -3.569390 -0.59 -1.71 1.97
O 1.262164 -2.588731 2.746611 1.83 -6.35 -1.32
H 0.977416 -2.765023 1.825164 0.12 -1.28 0.72
H 1.025243 -1.759039 2.712149 -1.96 7.48 0.97
O -1.944072 1.618236 -1.020124 0.96 -0.22 0.27
H -1.607220 -0.760167 2.405977 -1.57 1.49 3.22
O -0.788259 1.485631 -3.509582 3.09 1.26 -6.68
H 0.046758 1.796603 -3.200195 0.80 0.14 0.39
H -1.281309 1.346806 -2.815040 -4.08 -1.16 5.91
O 4.573780 0.406382 -1.736379 -0.85 0.02 2.59
H 4.274482 -0.014191 -0.881280 0.40 -0.75 -1.52
H 4.547615 1.265330 -1.283776 0.38 0.77 -1.05
O -3.539745 -0.807068 0.747973 3.70 2.74 0.44
H -2.577685 -0.560704 1.233457 -3.01 -2.01 -1.27
H -3.305646 -0.139745 0.047872 -1.34 -1.35 0.42
O 1.049438 1.326597 3.503441 -0.37 -1.15 1.88
H -2.348842 2.271688 3.629988 0.18 9.69 -0.85
H 0.085625 1.202447 3.467141 0.61 0.46 -0.62
O 1.555978 1.881257 -1.110283 2.31 2.15 -1.47
H 0.799890 1.411070 -0.765174 -0.31 -1.74 0.08
H -2.726106 1.194823 -0.720508 -1.62 0.07 0.06
O -1.056563 -1.105721 1.778139 2.02 -0.22 -3.15
H 1.960406 1.654869 -1.976354 -1.29 -0.58 0.93
H 1.419162 1.837386 2.811409 -0.30 0.58 -1.27
O -1.254164 4.386781 -1.528581 -1.46 2.50 -1.52
H -1.574213 3.762827 -2.175874 0.36 -0.76 0.32
H -0.737759 4.034804 -0.852631 1.20 -1.61 1.08
O -0.819349 4.056376 2.386539 -7.05 -2.51 -1.60
H -1.123383 3.645401 1.498823 0.99 1.11 2.24
H 0.029351 4.259731 2.325166 5.90 1.29 -0.63
O 1.000859 -0.551636 -2.894605 0.21 -1.08 -5.68
H 1.386272 -0.937444 -3.869632 -1.48 1.68 4.36
H 1.658626 -0.772951 -2.275954 1.49 -0.67 1.17
O -0.494048 -2.036709 -0.824320 1.14 -3.23 -0.65
H -0.321321 -1.599404 -0.031352 0.58 0.97 2.41
H -0.991988 -1.394585 -1.218867 -2.00 2.34 -2.45
O 3.065303 -2.779459 -0.528007 -0.75 2.13 -0.55
H 2.387784 -2.023817 -0.569365 1.23 -2.25 0.35
H 2.702147 -3.521427 -0.040986 -0.61 0.13 0.19
```
Forces are in eV/Å.

**Total charge**: -1
**Relative energy (zero: lowest compared OMol25 entry of this formula, charge and spin)**: 177.65 kcal per mole
**Molecular weight**: 341.28 u
**Highest occupied orbital energy**: -7.7 eV

=====

# 3
Below is one molecule with the formula C8H8FNSi, with properties calculated with the ωB97M-V functional and the def2-TZVPD basis.

Geometry as XYZ:
```
19
Properties=species:S:1:pos:R:3:forces:R:3
C -1.145372 -0.332935 -2.936859 -0.73 0.43 -0.64
C -0.607423 -0.372550 -1.864424 3.34 0.50 2.83
N 0.300020 -0.266039 -0.629022 -3.35 -1.39 -4.53
Si 1.960620 -0.680107 -1.063620 -0.34 -0.79 0.71
C -0.458792 0.056674 0.513507 2.01 0.53 0.92
C -1.810609 0.320116 0.404691 0.78 0.08 -0.43
C -2.493211 0.812583 1.511638 -0.43 -0.91 -0.94
C -1.839733 1.121359 2.683610 -0.24 -0.23 -1.62
F -2.572643 1.631861 3.656080 -0.30 0.32 1.22
C -0.492530 0.939253 2.767240 1.61 -1.24 1.25
C 0.223777 0.318245 1.711221 -1.41 1.43 1.34
H -1.736358 -0.106744 -3.828672 0.65 -0.51 0.79
H 2.486519 -0.921546 0.341146 0.36 1.06 -0.67
H 2.476239 -1.992001 -1.613661 -0.81 0.27 -0.09
H 2.083194 0.282083 -2.194883 0.78 0.08 0.53
H -2.095099 0.216472 -0.664073 -1.15 0.05 1.36
H -3.562821 0.767377 1.482031 -0.50 0.67 0.04
H 0.017748 1.060806 3.765382 -0.54 0.23 -1.29
H 1.273872 0.290399 1.948092 0.26 -0.58 -0.78
```
Forces are in eV/Å.

**Relative energy (zero: lowest compared OMol25 entry of this formula, charge and spin)**: 7.11 kcal per mole
**Molecular weight**: 165.24 u
**Structure (SMILES)**: C#CN([SiH3])c1ccc(F)cc1
**Highest occupied orbital energy**: -8.2 eV

=====

# 4
Below is C10H10IN3 as an isolated structure, with properties calculated with the ωB97M-V functional and the def2-TZVPD basis.

Geometry as XYZ:
```
24
Properties=species:S:1:pos:R:3:forces:R:3
C -3.002363 -0.173467 0.608576 -0.44 1.39 0.13
C -3.172367 -1.394883 0.036739 1.19 -0.49 -0.41
C -1.727427 0.412859 0.599913 0.85 0.68 -0.11
C -2.029560 -2.048710 -0.386410 0.30 -1.29 -1.63
C -0.668969 -0.257941 0.009364 -1.05 0.05 0.72
C 0.681820 0.343815 -0.011664 -1.84 0.20 0.04
C 2.198745 1.995035 -0.213984 4.71 -3.59 1.27
C 2.937963 0.260836 0.047917 -3.08 4.11 -0.85
C 2.962455 3.059665 -0.348834 -2.87 1.72 -0.51
C 1.616645 -1.850000 0.216234 3.40 -0.74 -0.66
N -0.872956 -1.489929 -0.439326 2.71 0.17 -0.48
N 0.925130 1.641872 -0.063904 -3.28 -0.60 -0.87
N 1.791846 -0.428008 0.077973 1.41 0.85 0.16
I 4.835721 -0.242198 0.075955 0.22 -0.22 0.07
H -3.880309 0.367585 0.937257 0.21 0.20 0.23
H -4.030593 -1.909661 -0.274273 -1.78 -0.10 0.52
H -1.396017 1.379700 0.962907 -1.27 0.23 0.56
H -1.991267 -3.021095 -0.908102 -0.79 0.32 0.66
H 2.549096 4.092567 -0.581731 0.48 -1.42 0.45
H 3.981107 2.971405 -0.204111 2.06 -0.21 -0.07
H 2.627402 -2.238297 0.361444 -0.18 -0.16 0.53
H 1.344270 -2.210256 -0.729487 -0.79 -0.70 -1.05
H 0.952492 -2.111144 0.973234 -0.94 -0.34 1.22
H 0.104970 2.250946 -0.222758 0.76 -0.05 0.10
```
Forces are in eV/Å.

**Total charge**: +2
**Relative energy (zero: lowest compared OMol25 entry of this formula, charge and spin)**: 0.00 kcal per mole
**Molecular weight**: 299.12 u
**Highest occupied orbital energy**: -16.8 eV

=====

# 5
Below is a 2-piece molecular cluster, C5H13N overall, with properties calculated with the ωB97M-V functional and the def2-TZVPD basis.

Geometry as XYZ:
```
19
Properties=species:S:1:pos:R:3:forces:R:3
C 0.634216 1.809182 -0.969539 -0.23 -1.15 0.37
C 0.656432 1.168431 -2.354464 -0.22 0.12 1.00
C -0.265474 0.274628 -2.710666 0.90 -0.32 0.09
H 1.444576 1.510746 -0.294839 0.60 0.40 -0.56
H 0.545419 2.893401 -1.010507 0.15 -0.03 -0.01
H -0.219380 1.426933 -0.386136 -0.32 0.27 -0.49
H 1.461527 1.454974 -3.017612 -0.25 0.37 -0.29
H -0.382268 -0.114299 -3.718352 0.13 -0.07 0.24
H -0.777287 -0.224897 -1.890440 -0.82 0.39 -0.33
C -0.085390 -0.246524 2.565576 -1.52 0.98 -0.68
C -0.106548 -1.478259 1.641067 1.72 -0.17 -0.08
N -0.938011 -1.357632 0.459939 1.00 -2.25 0.78
H -0.374959 0.560985 1.887550 0.37 0.33 0.25
H -0.898366 -0.258942 3.288719 0.27 -0.29 0.27
H 0.876510 0.007524 2.996133 0.06 -0.49 0.02
H 0.908725 -1.597049 1.242792 -0.14 0.25 0.02
H -0.268960 -2.423990 2.187434 -0.86 0.28 -0.13
H -0.367740 -1.577271 -0.357874 -0.44 0.75 -0.55
H -1.843022 -1.827941 0.441217 -0.42 0.64 0.07
```
Forces are in eV/Å.

**⟨S²⟩**: 0.75
**Total charge**: +1
**Relative energy (zero: lowest compared OMol25 entry of this formula, charge and spin)**: 56.13 kcal per mole
**2S+1**: 2
**Molecular weight**: 87.17 u
**Highest occupied orbital energy (alpha / beta)**: -13.2 / -13.0 eV

=====

# 6
Below is C20H25AlBF6O24 as an isolated structure, with properties calculated with the ωB97M-V functional and the def2-TZVPD basis.

Geometry as XYZ:
```
77
Properties=species:S:1:pos:R:3:forces:R:3
O -0.254931 0.799873 0.234176 -3.05 -0.88 3.13
B -0.794496 -0.281519 0.967040 -0.73 -0.16 0.69
O -2.182876 -0.482621 0.939359 1.49 0.82 -0.67
O 0.033381 -1.093912 1.754116 -1.07 1.17 -1.42
C 0.500128 -2.224182 0.994351 2.47 -1.44 1.02
C -0.605161 -3.371517 0.917035 0.21 1.50 0.06
O -1.382901 -3.285677 -0.268899 1.48 0.73 -0.22
Al -0.025397 -2.803805 -1.443151 -0.34 0.88 -0.76
O -0.432091 -1.504312 -2.692502 -0.17 -0.89 0.79
O 1.087215 -1.913153 -0.249109 -4.60 -2.18 1.78
H -0.522721 0.690991 -0.674473 -1.61 0.39 -0.37
H -2.375968 -1.374394 1.225136 -0.19 -0.38 0.25
H 1.380766 -2.551958 1.593047 -1.26 0.02 0.00
H -1.221108 -3.169327 1.813444 0.11 -0.61 -0.17
H -0.057653 -4.319017 0.984376 -0.35 0.01 0.17
H 0.548557 -4.152044 -2.098103 0.06 0.15 0.04
H -1.233885 -1.043454 -2.472782 -0.71 0.13 -0.04
C 1.562675 0.692227 -1.369693 0.63 -0.18 -1.11
C 2.402675 -0.551219 -1.381836 0.62 0.63 -0.15
O 3.657962 -0.068870 -1.853200 0.53 0.65 -0.17
C 3.741365 1.231010 -1.469533 -0.49 -0.24 -0.16
O 4.745115 1.865776 -1.462887 0.55 0.35 -0.02
O 2.535732 1.711010 -1.087966 0.64 -0.28 -0.16
F 1.927639 -1.469764 -2.259224 1.62 0.16 -0.93
H 1.103229 0.890302 -2.341246 0.27 -0.10 -0.30
H 0.785022 0.665411 -0.608412 3.11 -0.01 -0.81
H 2.532991 -1.016478 -0.402774 0.55 0.47 -0.69
C 1.438658 0.081351 -5.318278 0.43 -0.05 0.68
C 0.925534 -0.638226 -6.532296 -0.47 -0.32 0.26
O -0.045125 0.267093 -7.038410 0.47 0.07 -0.12
C 0.359060 1.512485 -6.668864 -0.05 0.37 0.14
O -0.060945 2.518164 -7.136956 -0.13 0.09 -0.06
O 1.309534 1.456702 -5.707539 -0.19 -0.22 -0.34
F 0.316621 -1.802504 -6.210214 0.04 0.04 -0.20
H 0.831256 -0.106520 -4.427224 -0.10 -0.27 -0.19
H 2.474262 -0.165002 -5.092219 0.02 0.23 -0.03
H 1.681323 -0.827404 -7.299600 -0.09 -0.10 -0.02
C 3.051554 -7.184841 -0.182070 0.14 -0.02 -0.63
C 2.245331 -7.727918 0.964023 0.25 -0.14 0.43
O 2.255746 -6.654064 1.886167 -0.26 -0.23 -0.38
C 2.368770 -5.513914 1.145196 0.15 0.55 -0.14
O 2.144225 -4.426606 1.548232 0.54 -0.47 0.28
O 2.759141 -5.791479 -0.122045 -0.03 -0.29 0.27
F 2.847354 -8.809132 1.534904 -0.13 0.06 0.00
H 4.123873 -7.339649 -0.040757 -0.07 -0.10 0.18
H 2.756428 -7.604809 -1.141964 -0.08 0.23 -0.02
H 1.213333 -7.979318 0.709502 0.06 -0.14 0.09
C -1.928983 2.503855 4.637409 0.26 0.59 -0.34
C -1.416237 1.661540 5.771091 -0.28 0.01 0.36
O -2.187386 0.473382 5.654375 0.34 0.22 -0.25
C -2.499452 0.354137 4.333412 -0.04 -0.18 -0.36
O -2.883353 -0.626286 3.804915 -0.41 -0.56 0.17
O -2.283866 1.514565 3.669894 0.09 -0.04 0.52
F -1.662197 2.239354 6.978453 0.04 -0.17 -0.06
H -2.813652 3.081960 4.916074 0.03 -0.12 0.19
H -1.176915 3.170138 4.226023 -0.07 -0.07 -0.06
H -0.356319 1.407935 5.699071 -0.02 0.06 0.16
C -4.583988 2.056576 0.251314 -0.31 -0.52 -0.17
C -3.427817 2.649612 1.001072 0.54 -0.08 -0.27
O -3.772680 4.031679 1.063702 -0.27 -0.27 0.21
C -5.129348 4.087926 1.047539 -0.21 0.21 -0.06
O -5.763927 5.044479 1.346390 -0.07 0.13 -0.02
O -5.666232 2.907472 0.654069 0.27 0.11 0.06
F -2.268806 2.518354 0.312421 -0.26 0.30 0.11
H -4.452764 2.121613 -0.831017 0.15 0.10 0.06
H -4.771853 1.020169 0.523401 -0.13 0.12 0.10
H -3.299348 2.257342 2.011427 0.11 0.05 -0.27
C 1.816290 5.491757 0.787339 0.52 0.36 -0.14
C 0.588951 4.812590 0.247315 0.07 -0.70 -0.47
O 0.091826 4.132123 1.385153 -0.06 0.56 0.15
C 0.478197 4.850112 2.465608 0.05 -0.24 -0.12
O 0.017662 4.701160 3.548611 0.10 0.17 0.42
O 1.443682 5.743792 2.148968 -0.24 -0.17 -0.08
F 0.888462 3.901200 -0.705515 -0.16 0.27 0.10
H 2.692825 4.841167 0.762548 -0.16 -0.14 -0.08
H 2.048174 6.418331 0.266021 -0.07 0.09 0.23
H -0.172140 5.498181 -0.132964 -0.05 -0.11 -0.06
```
Forces are in eV/Å.

**Total charge**: -1
**Molecular weight**: 801.18 u
**Highest occupied orbital energy**: -6.3 eV

=====

no.,strongest force on any atom (eV/Å)
1,2.89
2,11.72
3,5.80
4,6.05
5,2.58
6,5.39